# 1
ORCA calculation (ωB97M-V/def2-TZVPD) on C30H28BFN3O4OsS as an isolated structure.

Summary:
Energy: -2238.96342 Ha
Total charge: -1
Orbital gap (spin up / spin down): 0.19696 / 0.24735 Eh
Energy relative to the best compared isomer or geometry (same formula, charge and spin): 1.9 kcal/mol
Molar mass: 746.68 u
Spin multiplicity: 5

Each line ends with the Mulliken charge.
Geometry (Å):
Os -0.65 -0.24 0.27  2.843
O 3.89 -0.54 3.33  -0.693
C 2.90 -0.47 4.24  0.234
C 3.26 -0.50 5.59  -0.642
C 2.29 -0.44 6.58  -0.312
C 0.94 -0.35 6.24  -0.761
C 0.58 -0.32 4.90  -0.419
C 1.54 -0.38 3.89  0.214
C 1.10 -0.34 2.48  0.909
O -0.20 -0.23 2.26  -0.986
N 2.00 -0.42 1.54  -1.777
N 1.38 -0.37 0.32  0.480
C 2.01 -0.46 -0.86  -1.241
C 1.17 -0.44 -1.98  1.100
C 1.63 -0.51 -3.32  -1.220
C 0.75 -0.50 -4.35  -0.382
C -0.64 -0.43 -4.08  -1.106
C -1.05 -0.35 -2.78  -0.412
N -0.20 -0.35 -1.74  0.282
H 3.46 -0.53 2.44  0.662
H 4.31 -0.57 5.84  0.413
H 2.59 -0.46 7.62  0.351
H 0.18 -0.31 7.01  0.403
H -0.45 -0.25 4.60  0.487
H 3.08 -0.55 -0.92  0.363
H 2.70 -0.57 -3.50  0.463
H 1.10 -0.56 -5.38  0.396
H -1.37 -0.41 -4.88  0.508
H -2.10 -0.28 -2.51  0.513
S -2.86 -0.13 0.30  -0.564
F -1.69 3.84 -5.23  -0.378
C -1.37 3.42 -3.97  0.582
C -0.05 3.20 -3.66  -0.814
C 0.26 2.77 -2.37  -0.184
C -0.72 2.55 -1.41  0.970
C -0.37 2.03 -0.08  -2.388
C -2.05 2.80 -1.78  -0.285
C -2.38 3.23 -3.06  -0.720
H 0.72 3.35 -4.40  0.428
H 1.30 2.59 -2.11  0.334
H -1.01 2.38 0.73  0.628
H 0.68 2.18 0.16  0.408
H -2.83 2.61 -1.06  0.336
H -3.41 3.41 -3.34  0.424
C 0.83 -8.93 -1.06  -1.642
C 0.28 -8.24 0.20  2.067
C 1.40 -8.21 1.25  -2.098
C -0.88 -9.08 0.76  -1.587
C -0.22 -6.84 -0.15  0.552
C -1.19 -6.69 -1.14  -0.497
C -1.72 -5.45 -1.50  -1.987
C -1.24 -4.35 -0.82  1.038
O -1.58 -3.03 -0.96  -0.443
B -0.79 -2.32 -0.03  0.216
O 0.02 -3.25 0.67  -0.570
C -0.28 -4.48 0.17  0.491
C 0.24 -5.70 0.53  -0.853
H 1.22 -9.92 -0.81  0.445
H 1.64 -8.34 -1.49  0.384
H 0.06 -9.05 -1.82  0.313
H 1.75 -9.23 1.43  0.431
H 1.05 -7.80 2.19  0.371
H 2.25 -7.62 0.91  0.418
H -0.54 -10.09 1.00  0.426
H -1.69 -9.15 0.04  0.333
H -1.28 -8.62 1.67  0.378
H -1.56 -7.57 -1.66  0.357
H -2.47 -5.35 -2.27  0.459
H 0.99 -5.75 1.30  0.552

=====

# 2
ORCA calculation (ωB97M-V/def2-TZVPD) on a 10-piece molecular cluster, C58H135N3O21 overall in a non-equilibrium geometry.

Summary:
Energy: -4034.71564 Ha
SMILES: CCN(CC)CC.CCN(CC)CC.COCCOCCOC.COCCOCCOC.COCCOCCOC.COCCOCCOC.COCCOCCOC.COCCOCCOC.COCCOCCOC.CCCC#N
Orbital gap: 0.32096 Eh
Energy relative to the best compared isomer or geometry (same formula, charge and spin): 0.0 kcal/mol
Molar mass: 1210.72 u

Each line ends with the Mulliken charge.
Geometry (Å):
C 21.76 12.16 10.27  -1.017
C 22.86 13.26 10.29  -0.405
N 22.79 14.22 11.42  1.033
C 23.66 15.37 11.18  -0.257
C 23.17 16.25 10.05  -1.394
C 23.21 13.59 12.66  -0.373
C 22.75 14.33 13.94  0.329
H 21.56 11.72 9.29  0.420
H 20.81 12.60 10.57  0.054
H 21.99 11.36 10.99  0.201
H 23.87 12.76 10.25  0.255
H 22.72 13.88 9.40  0.396
H 23.72 15.93 12.10  0.238
H 24.67 15.09 10.88  0.252
H 23.67 17.22 10.13  0.420
H 23.33 15.86 9.05  0.449
H 22.06 16.38 10.13  0.143
H 24.29 13.37 12.80  0.113
H 22.68 12.65 12.69  -0.416
H 23.23 15.31 14.00  0.252
H 23.00 13.81 14.88  -0.371
H 21.68 14.50 13.90  -0.411
C 18.23 13.76 18.75  1.330
C 17.95 12.85 19.91  -1.629
N 18.37 13.37 21.20  0.213
C 17.63 14.55 21.72  0.320
C 16.19 14.24 22.06  -1.410
C 19.82 13.56 21.32  0.397
C 20.66 12.36 20.97  -1.085
H 17.80 14.74 18.95  0.710
H 17.78 13.27 17.87  -0.050
H 19.29 13.93 18.56  -0.994
H 16.84 12.71 19.93  0.109
H 18.42 11.87 19.76  0.141
H 18.08 14.76 22.68  0.555
H 17.70 15.47 21.05  -0.284
H 16.11 13.42 22.78  0.335
H 15.75 15.16 22.45  0.468
H 15.65 13.92 21.17  0.106
H 19.94 13.78 22.38  0.622
H 20.15 14.40 20.65  -0.426
H 21.69 12.45 21.37  0.453
H 20.74 12.06 19.90  -0.327
H 20.21 11.48 21.46  0.462
C 24.37 22.29 17.27  -0.548
O 24.35 21.28 16.29  -0.178
C 23.78 21.74 15.08  -0.544
C 23.66 20.74 14.00  -0.604
O 22.58 19.92 14.41  0.392
C 22.36 18.73 13.71  -0.008
C 21.78 19.00 12.32  -0.517
O 20.57 19.81 12.41  -0.489
C 19.38 19.01 12.64  -0.424
H 23.37 22.73 17.39  0.289
H 25.07 23.08 17.02  0.354
H 24.66 21.78 18.18  0.032
H 24.33 22.62 14.69  0.395
H 22.74 22.06 15.28  0.210
H 24.59 20.17 13.94  0.251
H 23.46 21.28 13.07  0.360
H 21.67 18.22 14.39  -0.622
H 23.30 18.11 13.75  0.495
H 21.57 18.08 11.77  0.134
H 22.49 19.58 11.72  0.355
H 19.22 18.26 11.89  0.381
H 18.54 19.71 12.57  0.258
H 19.38 18.53 13.62  -0.090
C 19.17 20.10 15.92  -0.278
O 19.05 20.45 17.30  -0.473
C 20.29 20.99 17.72  0.443
C 20.11 21.50 19.13  -0.824
O 19.52 22.82 19.15  -0.431
C 19.27 23.16 20.54  -0.237
C 18.62 24.45 20.66  -0.723
O 19.59 25.49 20.58  -0.293
C 18.97 26.68 20.27  -0.794
H 18.27 19.63 15.52  0.027
H 20.00 19.41 15.76  0.009
H 19.42 21.01 15.37  0.619
H 20.69 21.79 17.04  0.467
H 21.03 20.18 17.77  -0.340
H 21.12 21.54 19.55  0.386
H 19.55 20.76 19.73  -0.031
H 20.24 23.26 20.99  0.310
H 18.67 22.39 21.06  0.295
H 18.10 24.60 21.59  0.415
H 17.88 24.61 19.88  0.344
H 18.29 26.99 21.06  0.309
H 18.31 26.57 19.42  0.349
H 19.72 27.46 20.07  0.254
C 10.43 15.03 17.46  -0.613
O 11.39 14.97 18.54  -0.420
C 12.71 15.43 18.26  -0.641
C 13.57 14.28 17.78  0.213
O 13.23 14.03 16.43  -0.419
C 14.29 13.43 15.72  0.308
C 14.53 11.98 16.08  -1.239
O 15.29 11.88 17.26  0.180
C 15.42 10.50 17.62  -0.907
H 9.48 14.72 17.87  0.272
H 10.71 14.42 16.61  0.226
H 10.36 16.06 17.12  0.264
H 13.09 15.88 19.16  0.445
H 12.73 16.22 17.48  0.173
H 13.53 13.42 18.41  0.214
H 14.57 14.68 17.81  0.031
H 15.19 14.01 15.93  -0.384
H 14.04 13.47 14.66  0.511
H 14.95 11.47 15.20  0.548
H 13.56 11.49 16.27  0.429
H 16.12 10.49 18.41  0.160
H 15.83 9.94 16.76  0.365
H 14.46 10.06 17.96  0.303
C 19.25 17.84 19.26  -0.150
O 20.35 18.24 20.01  1.142
C 20.17 17.87 21.32  0.080
C 21.31 18.25 22.24  -0.795
O 21.40 19.68 22.38  -0.308
C 20.40 20.33 23.10  0.047
C 20.80 20.55 24.52  -0.937
O 20.39 19.38 25.29  -0.318
C 21.10 19.26 26.51  -0.792
H 18.34 18.27 19.69  0.683
H 19.17 16.74 19.33  -0.412
H 19.35 18.14 18.24  -0.601
H 20.04 16.79 21.36  -0.486
H 19.25 18.35 21.65  0.407
H 22.30 17.84 21.91  0.317
H 21.01 17.86 23.22  0.359
H 19.48 19.73 23.21  0.408
H 20.20 21.25 22.57  -0.122
H 20.36 21.39 25.04  0.485
H 21.88 20.63 24.63  0.353
H 20.61 18.40 27.01  0.244
H 20.99 20.09 27.24  0.319
H 22.17 19.12 26.41  0.327
C 23.77 19.44 19.76  0.099
O 24.11 18.09 19.47  -0.357
C 24.69 17.97 18.18  -0.948
C 23.65 17.86 17.09  0.971
O 23.27 16.48 16.94  -0.424
C 22.42 15.96 17.97  0.253
C 22.30 14.44 17.78  1.484
O 23.51 13.90 18.17  -0.644
C 23.47 12.48 18.02  -0.055
H 23.31 19.47 20.74  -0.240
H 23.00 19.79 19.04  -0.083
H 24.64 20.09 19.65  0.507
H 25.30 17.05 18.18  0.311
H 25.36 18.81 18.02  0.398
H 23.95 18.24 16.11  -0.059
H 22.78 18.47 17.38  -0.572
H 21.45 16.51 17.90  -0.738
H 22.86 16.15 18.94  0.924
H 22.07 14.25 16.75  -0.708
H 21.49 14.01 18.40  -0.518
H 22.68 12.10 18.68  -0.092
H 24.42 12.04 18.30  0.346
H 23.19 12.26 16.99  -0.009
C 14.73 20.67 15.22  -0.632
O 14.80 19.62 14.29  -0.398
C 14.85 18.40 14.93  -0.034
C 14.73 17.28 13.94  -0.576
O 15.85 17.27 13.11  -0.191
C 15.68 16.22 12.19  -0.382
C 16.90 16.17 11.28  -0.770
O 18.06 15.94 12.06  0.094
C 19.07 15.28 11.31  -0.723
H 14.70 21.57 14.65  0.272
H 15.60 20.62 15.89  0.192
H 13.79 20.60 15.81  0.299
H 14.04 18.27 15.68  0.474
H 15.81 18.29 15.45  -0.183
H 13.85 17.47 13.29  0.635
H 14.58 16.34 14.47  0.107
H 14.86 16.47 11.48  0.495
H 15.52 15.21 12.67  -0.006
H 16.92 17.09 10.66  0.271
H 16.71 15.32 10.60  0.428
H 19.91 15.17 12.01  -0.126
H 19.40 15.87 10.44  0.327
H 18.71 14.26 11.01  0.455
C 27.85 10.74 14.67  -0.704
O 26.60 10.19 14.20  -0.396
C 25.47 10.83 14.86  -0.277
C 24.23 10.29 14.34  -0.589
O 23.18 10.98 14.86  0.054
C 21.96 10.53 14.37  -0.813
C 20.93 11.14 15.26  0.316
O 21.00 10.50 16.50  -0.466
C 19.87 10.79 17.30  -0.639
H 27.94 11.83 14.57  0.295
H 28.64 10.32 14.00  0.255
H 28.08 10.50 15.72  0.278
H 25.54 11.93 14.70  0.218
H 25.54 10.66 15.92  0.373
H 24.17 9.20 14.53  0.309
H 24.28 10.39 13.24  0.208
H 21.90 9.43 14.51  0.515
H 21.80 10.75 13.30  -0.064
H 19.94 10.97 14.81  0.709
H 21.07 12.22 15.29  -0.402
H 19.68 11.86 17.46  0.045
H 19.91 10.32 18.28  0.376
H 18.95 10.47 16.77  0.427
C 19.90 16.28 15.55  1.897
C 18.56 16.46 16.18  0.849
C 17.43 15.77 15.42  1.600
C 17.73 14.32 15.19  -0.611
N 17.79 13.18 15.00  -0.750
H 20.22 15.26 15.75  -0.514
H 20.65 16.92 15.99  -0.766
H 19.80 16.40 14.48  -0.051
H 18.28 17.52 16.21  -0.680
H 18.59 16.08 17.21  -0.772
H 17.27 16.27 14.46  -0.487
H 16.51 15.81 16.02  0.507

=====

# 3
ORCA calculation (ωB97M-V/def2-TZVPD) on CH3NOP2S as an isolated structure in a non-equilibrium geometry.

Summary:
Energy: -1250.72346 Ha
Orbital gap: 0.29828 Eh
Energy relative to the best compared isomer or geometry (same formula, charge and spin): 60.3 kcal/mol
Molar mass: 139.06 u

Each line ends with the Mulliken charge.
Geometry (Å):
C 0.64 0.97 0.92  0.044
N -0.45 1.49 0.59  -0.371
O -0.35 -1.53 0.28  -0.266
P 1.09 -0.81 0.78  0.012
P -1.54 -1.04 -0.68  0.128
S -1.69 1.02 -0.34  -0.017
H 1.27 1.83 1.18  0.373
H 1.70 -0.91 -0.86  0.045
H -0.68 -1.01 -1.87  0.051

=====

# 4
ORCA calculation (ωB97M-V/def2-TZVPD) on a 5-piece molecular cluster, C20H50Cl2O14P2 overall in a non-equilibrium geometry.

Summary:
Energy: -3448.40230 Ha
SMILES: COP(=O)(OC)OC.COP(=O)(OC)OC.COCCOCCOC.COCCOCCOC.ClCCCl
Orbital gap: 0.35226 Eh
Molar mass: 647.46 u

Each line ends with the Mulliken charge.
Geometry (Å):
C -5.11 3.25 6.01  -0.588
O -3.73 3.12 6.02  -0.425
P -2.82 2.12 5.04  1.042
O -1.49 1.83 5.64  -0.702
O -3.79 0.83 4.86  -0.273
C -3.26 -0.40 4.31  -0.555
O -2.83 2.91 3.58  -0.248
C -2.20 4.23 3.43  -0.523
H -5.45 4.26 5.78  0.248
H -5.47 3.09 7.02  0.234
H -5.51 2.48 5.36  0.311
H -3.11 -0.35 3.23  0.134
H -4.00 -1.20 4.26  0.289
H -2.35 -0.76 4.79  0.324
H -1.34 4.38 4.08  0.338
H -2.87 5.09 3.35  0.259
H -1.80 3.95 2.46  0.136
C 2.90 3.66 -5.99  -0.816
O 2.28 3.34 -4.76  -0.075
P 0.77 2.84 -4.76  0.548
O -0.29 3.69 -5.41  -0.729
O 0.37 2.62 -3.24  0.052
C -0.80 1.87 -2.97  -0.881
O 0.89 1.31 -5.28  -0.231
C 0.07 0.88 -6.40  -0.754
H 3.92 3.29 -5.95  0.277
H 3.10 4.72 -5.82  0.318
H 2.45 3.35 -6.93  0.338
H -1.56 2.31 -2.32  0.302
H -0.68 0.82 -2.72  0.316
H -1.32 1.74 -3.92  0.386
H -0.81 0.35 -6.05  0.252
H 0.80 0.21 -6.84  0.249
H -0.24 1.78 -6.93  0.392
C 5.08 6.63 -2.13  -0.735
O 5.56 5.52 -1.45  -0.320
C 5.13 4.23 -1.96  -0.689
C 3.57 4.02 -1.67  -0.134
O 3.42 4.26 -0.33  -0.441
C 2.31 3.53 0.33  -0.473
C 0.92 3.91 -0.21  0.530
O 0.42 5.12 0.37  -0.482
C -0.71 5.54 -0.24  -0.777
H 5.10 7.42 -1.38  0.282
H 4.04 6.64 -2.46  0.266
H 5.61 6.91 -3.04  0.311
H 5.61 3.42 -1.42  0.333
H 5.40 4.05 -3.00  0.325
H 3.38 2.97 -1.92  0.394
H 2.90 4.63 -2.29  0.207
H 2.55 3.80 1.36  0.317
H 2.38 2.45 0.32  0.134
H 0.24 3.09 0.04  0.233
H 0.92 3.87 -1.30  -0.115
H -1.56 4.86 -0.15  0.266
H -0.60 5.60 -1.33  0.285
H -0.83 6.61 -0.10  0.340
C -0.08 -4.48 -1.61  -0.739
O 0.34 -5.53 -0.84  -0.317
C -0.81 -6.07 -0.09  -0.341
C -0.17 -7.27 0.70  -0.514
O -1.06 -8.42 0.87  -0.309
C -0.57 -9.42 1.65  -0.343
C -1.49 -10.61 1.81  -0.593
O -2.71 -10.34 2.52  -0.336
C -2.69 -10.54 3.91  -0.728
H 0.76 -3.79 -1.64  0.225
H -1.01 -3.96 -1.37  0.323
H -0.25 -4.75 -2.65  0.304
H -1.63 -6.49 -0.66  0.320
H -1.25 -5.37 0.62  0.314
H 0.17 -6.95 1.68  0.232
H 0.64 -7.76 0.15  0.325
H -0.31 -9.02 2.63  0.297
H 0.36 -9.72 1.18  0.353
H -0.80 -11.39 2.14  0.387
H -1.87 -10.89 0.83  0.288
H -1.72 -10.42 4.38  0.320
H -3.12 -11.49 4.25  0.267
H -3.29 -9.75 4.36  0.260
Cl -1.11 0.19 1.17  -0.234
C 0.58 -0.17 1.47  -0.471
C 1.20 -0.40 0.09  0.275
Cl 2.90 -0.80 0.21  -0.216
H 0.77 -1.05 2.08  0.431
H 0.83 0.72 2.05  0.274
H 1.19 0.52 -0.49  -0.326
H 0.67 -1.24 -0.37  0.269